{
  "formula": "C4H13NO",
  "method": "the ωB97M-V functional and the def2-TZVPD basis",
  "charge": 0,
  "energy_ha": -290.05689,
  "homo_ev": -8.126,
  "orbital_gap_ev": 9.09,
  "elements": ["O", "N", "C", "C", "C", "C", "H", "H", "H", "H", "H", "H", "H", "H", "H", "H", "H", "H", "H"],
  "xyz": [[0.52449, 1.38571, -0.91338], [-0.82503, -0.38408, 0.54857], [1.43696, 0.22319, 0.09350], [-0.99943, -1.81481, 0.44866], [-1.26976, 0.21602, 1.79126], [0.95316, 1.36877, -2.22966], [1.26984, -0.19497, 1.08580], [-0.77313, -2.14551, -0.56442], [1.75060, -0.56630, -0.58303], [2.00144, 1.01746, -2.32003], [-1.14203, 1.29409, 1.71312], [-2.01430, -2.14706, 0.70591], [-1.08116, 0.17238, -0.26713], [-2.31069, -0.03060, 2.04007], [-0.63996, -0.15161, 2.60657], [-0.31284, -2.30627, 1.14453], [0.90044, 2.37533, -2.66469], [2.19569, 0.98779, 0.21830], [0.33573, 0.70046, -2.85396]]
}


{
  "formula": "C3H7N4",
  "method": "the ωB97M-V functional and the def2-TZVPD basis",
  "charge": 1,
  "energy_ha": -337.04666,
  "homo_ev": [-14.296, -14.296],
  "smiles": "C=C(C)/N=N/N=[NH2+]",
  "orbital_gap_ev": [7.89, 7.89],
  "elements": ["N", "N", "N", "N", "C", "C", "C", "H", "H", "H", "H", "H", "H", "H"],
  "xyz": [[3.68855, -0.14160, 0.05984], [1.23765, -0.06469, 0.20542], [2.24171, 0.40919, 0.64410], [0.12316, -0.34643, 0.16958], [-1.15292, -0.11983, -0.15699], [-2.20206, -0.74730, 0.71359], [-1.42371, 0.72891, -1.18505], [-0.79897, 1.36339, -1.75992], [-2.35949, 1.10862, -1.54399], [4.32136, 0.02953, 0.86116], [3.72482, 0.41288, -0.81559], [-2.88818, -1.31011, 0.09300], [-1.85221, -1.46545, 1.55884], [-2.65970, 0.14287, 1.15601]]
}


{
  "formula": "H6KO3",
  "method": "the ωB97M-V functional and the def2-TZVPD basis",
  "charge": 1,
  "energy_ha": -829.09213,
  "homo_ev": -15.869,
  "orbital_gap_ev": 12.38,
  "elements": ["K", "O", "O", "O", "H", "H", "H", "H", "H", "H"],
  "xyz": [[0.70391, 0.75578, -1.03856], [0.45256, 1.33143, 1.68584], [-2.05507, 0.74091, -1.47854], [1.49404, -1.87484, -0.52481], [-2.87419, 0.26571, -1.67319], [-2.10393, 0.97669, -0.54172], [0.68704, 2.06117, 2.27605], [0.26510, 0.58187, 2.26813], [1.50178, -2.55773, -1.21040], [1.92875, -2.28099, 0.23720]]
}


{
  "formula": "C5H8OS",
  "method": "the ωB97M-V functional and the def2-TZVPD basis",
  "charge": 0,
  "energy_ha": -668.66355,
  "homo_ev": -9.040,
  "smiles": "SC/C=C/[C@H]1CO1",
  "orbital_gap_ev": 10.01,
  "elements": ["S", "O", "C", "C", "C", "C", "C", "H", "H", "H", "H", "H", "H", "H", "H"],
  "xyz": [[3.26836, -0.71117, 0.12441], [-2.06559, -0.50474, 1.05679], [2.09997, 0.67545, 0.34503], [-1.75360, 0.32931, -0.08017], [0.64611, 0.20513, 0.50326], [-0.32237, 0.66247, -0.26182], [-2.25996, -1.02249, -0.31601], [2.74597, -1.21486, -0.98229], [2.43819, 1.19299, 1.19137], [-0.09394, 1.40188, -0.98819], [-2.42569, 1.20132, -0.26901], [-3.28503, -1.08897, -0.62879], [2.25914, 1.34609, -0.45911], [0.42600, -0.54208, 1.28861], [-1.67755, -1.93035, -0.52407]]
}


For each record above, in turn, the calculated relative energy (zero: lowest compared OMol25 entry of this formula, charge and spin) values are 367.70 676.32 5.31 196.89 kJ/mol.